The following is a quantum chemistry calculation of the molecule C4H3NO2 at a distorted geometry, from OMol25.

Summary:
frontier orbital gap = 9.604 eV
multiplicity = 1
F_max = 0.0738 Eh/bohr
SMILES string = O=c1nccco1

Last column: Löwdin charge in e.
Element x y z (Å)
O -2.811 -0.195 0.140  0.143
C -1.654 0.068 0.016  -0.411
N -0.959 1.278 -0.174  0.141
C 0.317 1.116 -0.066  -0.174
C 1.173 -0.040 0.146  -0.074
C 0.488 -1.231 -0.079  -0.105
O -0.875 -1.221 -0.224  0.016
H 0.802 2.166 -0.204  0.139
H 2.315 0.254 0.399  0.153
H 1.205 -2.195 0.045  0.171